Entry 1:
ORCA calculation (wB97M-V/def2-TZVPD) on the ion C5H6N with charge +1 in a non-equilibrium geometry.

Structure (XYZ):
```
12
C5H6N | OMol25 | wB97M-V/def2-TZVPD
C 0.66 -0.72 2.05
C 0.86 0.27 1.27
C 0.16 0.90 0.34
C -0.27 1.21 -0.99
N 0.05 -0.10 -1.62
C -0.89 -0.01 -0.34
H 1.37 -1.66 2.02
H -0.08 -0.81 2.89
H -0.51 2.11 -1.53
H -0.42 -0.24 -2.55
H 0.93 -0.43 -1.29
H -1.86 -0.49 -0.25
```

For the HOMO-LUMO gap, the calculation gives 9.8 eV. The value obtained for the electronic energy is -6758.4392 eV. Its multiplicity is 1. The structure (SMILES) is C=C=C1[C@H]2[NH2+][C@@H]12. The value obtained for the LUMO energy is -4.4 eV. The net charge is +1. The energy above the lowest of the compared OMol25 structures with the same formula, charge and spin is 155.4 kcal per mole.



Entry 2:
ORCA calculation (wB97M-V/def2-TZVPD) on a cluster of 2 separate species, C3H6NO in total in a non-equilibrium geometry.

Structure (XYZ):
```
11
C3H6NO | OMol25 | wB97M-V/def2-TZVPD
C 0.71 1.55 0.17
C 1.92 -0.65 -0.35
C -0.95 -0.82 0.30
N 0.91 0.34 -0.13
O 2.90 -0.63 0.29
H -0.21 1.94 0.63
H 1.34 2.39 -0.14
H 1.47 -1.32 -1.06
H -1.56 0.16 0.28
H -0.71 -1.24 1.34
H -0.73 -1.24 -0.66
```

The expectation value of S² is 2.03. For the HOMO-LUMO gap (alpha / beta), the calculation gives 6.4 / 7.8 eV. The value obtained for the electronic energy is -6731.4204 eV. Its multiplicity is 3. The value obtained for the LUMO energy (alpha / beta) is -6.4 / -9.6 eV. The net charge is +1. The energy above the lowest of the compared OMol25 structures with the same formula, charge and spin is 52.5 kcal per mole.



Entry 3:
ORCA calculation (wB97M-V/def2-TZVPD) on the molecule C3H7NO2.

Structure (XYZ):
```
13
C3H7NO2 | OMol25 | wB97M-V/def2-TZVPD
N 1.85 -0.35 0.10
C 0.44 -0.36 -0.19
O 0.13 -1.20 -1.25
C -0.44 -0.23 1.00
C -0.54 0.89 0.02
O -1.90 0.94 -0.41
H 2.08 -0.64 1.04
H 2.42 -0.85 -0.58
H -0.52 -0.69 -1.76
H 0.00 -0.04 1.97
H -1.32 -0.86 0.96
H -0.11 1.87 0.25
H -2.08 1.52 -1.16
```

For the HOMO-LUMO gap, the calculation gives 9.1 eV. The value obtained for the electronic energy is -8807.7543 eV. Its multiplicity is 1. The structure (SMILES) is N[C@@]1(O)C[C@@H]1O. The value obtained for the LUMO energy is 0.7 eV. The energy above the lowest of the compared OMol25 structures with the same formula, charge and spin is 64.0 kcal per mole.



Entry 4:
ORCA calculation (wB97M-V/def2-TZVPD) on a cluster of 3 separate species, C12H28NO5S2 in total.

Structure (XYZ):
```
48
C12H28NO5S2 | OMol25 | wB97M-V/def2-TZVPD
C 4.64 -0.31 2.21
C 4.92 0.70 1.09
C 4.00 0.54 -0.12
C 6.37 0.60 0.65
N 6.67 1.73 -0.31
O 7.41 1.36 -1.44
H 4.33 0.18 3.12
H 3.84 -0.99 1.92
H 5.51 -0.92 2.44
H 4.78 1.71 1.49
H 4.23 -0.38 -0.67
H 4.02 1.38 -0.82
H 2.97 0.46 0.21
H 7.09 0.67 1.47
H 6.58 -0.31 0.08
H 5.79 2.17 -0.58
H 7.25 2.46 0.12
H 6.77 1.02 -2.09
C -2.28 1.70 0.73
C -1.61 3.07 0.58
C -0.11 2.86 0.74
S 0.22 1.19 0.16
O 0.75 0.40 1.25
O 0.99 1.23 -1.07
C -1.48 0.74 -0.15
H -3.32 1.70 0.43
H -2.23 1.37 1.77
H -1.83 3.47 -0.41
H -1.99 3.78 1.31
H 0.51 3.54 0.15
H 0.20 2.88 1.79
H -1.62 -0.31 0.08
H -1.67 0.91 -1.21
C -5.78 -3.85 -0.46
C -5.43 -3.62 -1.94
C -5.63 -2.14 -2.23
S -5.34 -1.28 -0.67
O -6.55 -0.65 -0.23
O -4.13 -0.49 -0.75
C -5.06 -2.76 0.31
H -5.48 -4.84 -0.12
H -6.86 -3.76 -0.31
H -4.38 -3.90 -2.11
H -6.04 -4.24 -2.60
H -4.95 -1.72 -2.97
H -6.66 -1.90 -2.50
H -5.45 -2.56 1.31
H -3.98 -2.92 0.35
```

For the HOMO-LUMO gap, the calculation gives 9.1 eV. The value obtained for the electronic energy is -46287.6084 eV. Its multiplicity is 1. The value obtained for the LUMO energy is -3.1 eV. The net charge is +1.



Entry 5:
ORCA calculation (wB97M-V/def2-TZVPD) on a structure of composition C48H52N8O2P2STi in a non-equilibrium geometry.

Structure (XYZ):
```
114
C48H52N8O2P2STi | OMol25 | wB97M-V/def2-TZVPD
Ti 0.26 0.47 -0.13
C 3.37 -0.42 1.36
O 2.17 0.36 1.39
C 2.19 1.48 2.20
C 3.24 1.82 3.03
C 3.12 2.93 3.87
C 1.96 3.67 3.85
C 0.92 3.33 2.99
C 1.03 2.23 2.16
N 0.02 1.85 1.23
N -1.11 2.59 1.38
C -1.96 2.76 0.36
C -1.80 2.28 -0.95
O -0.82 1.41 -1.22
C -2.62 2.74 -2.00
C -3.67 3.57 -1.75
C -3.97 3.99 -0.42
C -5.09 4.81 -0.14
C -5.35 5.22 1.13
C -4.50 4.84 2.19
C -3.41 4.05 1.94
C -3.12 3.60 0.63
H 4.17 0.17 0.89
H 3.14 -1.30 0.77
H 3.65 -0.71 2.37
H 4.15 1.24 3.04
H 3.94 3.20 4.52
H 1.86 4.54 4.50
H 0.01 3.92 2.95
H -2.40 2.42 -3.01
H -4.30 3.91 -2.57
H -5.73 5.10 -0.96
H -6.22 5.84 1.34
H -4.71 5.17 3.20
H -2.75 3.75 2.75
S 1.02 -1.82 -0.52
C 2.23 -1.31 -1.72
N 2.77 -2.29 -2.45
N 3.69 -1.93 -3.38
C 4.78 -1.05 -3.25
C 5.31 -0.69 -2.01
C 6.40 0.16 -1.95
C 6.99 0.66 -3.11
C 6.48 0.27 -4.34
C 5.38 -0.58 -4.41
N 2.56 -0.05 -1.89
N 1.82 0.90 -1.28
C 2.24 2.21 -1.69
C 3.30 2.39 -2.58
C 3.69 3.66 -2.96
C 3.04 4.79 -2.46
C 1.99 4.61 -1.58
C 1.59 3.34 -1.19
H 3.78 -2.64 -4.09
H 4.87 -1.09 -1.11
H 6.80 0.44 -0.98
H 7.84 1.33 -3.05
H 6.93 0.64 -5.25
H 4.97 -0.86 -5.37
H 3.82 1.52 -2.96
H 4.52 3.77 -3.65
H 3.35 5.78 -2.77
H 1.47 5.47 -1.17
H 0.78 3.25 -0.49
C -3.93 -0.82 -0.77
P -2.15 -1.22 -1.06
C -2.05 -2.76 -0.07
N -2.36 -3.92 -0.60
C -2.27 -5.03 0.18
C -2.58 -6.29 -0.36
C -2.50 -7.40 0.43
C -2.11 -7.30 1.78
C -1.79 -6.09 2.32
C -1.87 -4.92 1.52
N -1.53 -3.71 2.05
C -1.61 -2.65 1.30
P -0.98 -1.03 2.00
C -2.52 -0.13 2.42
C -0.33 -1.49 3.69
C 0.06 -0.19 4.41
C 0.92 -2.35 3.50
C -1.36 -2.18 4.60
C -2.17 -1.69 -2.88
C -3.32 -2.62 -3.29
C -0.84 -2.31 -3.30
C -2.33 -0.36 -3.64
H -4.57 -1.63 -1.14
H -4.19 0.11 -1.28
H -4.12 -0.69 0.29
H -2.88 -6.35 -1.40
H -2.74 -8.38 0.02
H -2.05 -8.19 2.39
H -1.47 -5.98 3.35
H -3.25 -0.80 2.89
H -2.95 0.33 1.54
H -2.27 0.67 3.11
H 0.67 0.47 3.81
H 0.65 -0.45 5.29
H -0.81 0.37 4.75
H 1.69 -1.79 2.98
H 0.71 -3.26 2.94
H 1.30 -2.64 4.48
H -2.21 -1.53 4.80
H -0.86 -2.36 5.56
H -1.71 -3.13 4.21
H -3.36 -3.53 -2.69
H -3.17 -2.89 -4.33
H -4.29 -2.12 -3.23
H -0.62 -3.24 -2.77
H 0.00 -1.63 -3.13
H -0.88 -2.52 -4.37
H -3.29 0.12 -3.43
H -2.29 -0.57 -4.71
H -1.53 0.33 -3.40
```

The expectation value of S² is 2.08. For the HOMO-LUMO gap (alpha / beta), the calculation gives 5.8 / 5.7 eV. The value obtained for the electronic energy is -119164.4406 eV. Its multiplicity is 3. The value obtained for the LUMO energy (alpha / beta) is -0.5 / -1.1 eV.



Entry 6:
ORCA calculation (wB97M-V/def2-TZVPD) on the molecule C2H3ClS in a non-equilibrium geometry.

Structure (XYZ):
```
7
C2H3ClS | OMol25 | wB97M-V/def2-TZVPD
C -0.27 0.13 0.67
C 0.33 -0.17 -0.63
S -0.22 0.81 -2.21
Cl 1.47 -1.37 -0.82
H -0.63 1.16 0.67
H -1.12 -0.53 0.84
H 0.45 -0.03 1.47
```

For the HOMO-LUMO gap, the calculation gives 7.6 eV. The value obtained for the electronic energy is -25478.4756 eV. Its multiplicity is 1. The structure (SMILES) is CC(=S)Cl. The value obtained for the LUMO energy is -1.1 eV. The energy above the lowest of the compared OMol25 structures with the same formula, charge and spin is 25.2 kcal per mole.